# 1
Computed, not measured: 11 unconnected molecules or ions with the total composition C40H84O11 in a non-equilibrium geometry, with ωB97M-V with the def2-TZVPD basis set.

Its frontier orbital gap is 9.76 eV. The calculated total energy comes out at -65354.1712 eV. The energy relative to the best compared isomer or geometry (same formula, charge and spin) is 480.17 kJ/mol. The calculation puts the HOMO energy at -9.5 eV. The net charge is 0. The value obtained for the lowest unoccupied orbital energy is 0.01083 hartree. As for the SMILES: C1CCOC1.C1CCOC1.C1CCOC1.C1CCOC1.C1CCOC1.C1CCOC1.C1CCOC1.C1CCOC1.C1CCOC1.CCO.CCO.

Geometry as XYZ:
```
135
C40H84O11 ωB97M-V with the def2-TZVPD basis set
C 6.1413 -0.3708 -4.7976
C 5.8330 -0.4396 -6.2838
C 6.8706 -1.4209 -6.7102
O 7.7060 -1.6855 -5.6170
C 7.6789 -0.6081 -4.7491
H 5.4841 -1.0971 -4.3192
H 5.7661 0.5253 -4.3034
H 6.1221 0.4631 -6.8220
H 4.7979 -0.6886 -6.5178
H 7.5280 -1.0544 -7.4986
H 6.4002 -2.3228 -7.1018
H 8.1418 0.2863 -5.1661
H 8.0459 -0.8953 -3.7638
C -5.4443 -1.0244 5.2893
C -5.8991 -0.4747 6.6466
C -7.0108 -1.4122 7.0167
O -6.4463 -2.6799 6.5903
C -5.4964 -2.5869 5.5553
H -4.4609 -0.6608 4.9914
H -6.1670 -0.7819 4.5102
H -6.3375 0.5218 6.5918
H -5.0792 -0.5815 7.3568
H -8.0422 -1.2985 6.6831
H -7.1001 -1.4618 8.1019
H -5.7980 -3.2281 4.7271
H -4.6293 -3.0299 6.0451
C 0.4575 0.8109 0.1407
C 0.7209 2.2005 0.7094
C 1.6039 2.8280 -0.4521
O 0.9655 2.2311 -1.5894
C 0.1516 1.0997 -1.2795
H -0.4250 0.3629 0.5974
H 1.3365 0.1685 0.1931
H 1.1427 2.1796 1.7143
H -0.2425 2.7056 0.7792
H 2.6366 2.5269 -0.2760
H 1.5773 3.9176 -0.4644
H 0.3425 0.2047 -1.8716
H -0.9041 1.3535 -1.3754
C 5.0530 -2.8763 5.9623
C 4.3568 -2.7100 7.3111
C 3.3204 -3.8390 7.4125
O 3.1068 -4.1310 6.0256
C 4.3760 -4.1357 5.3214
H 6.1407 -2.9407 5.9908
H 4.8431 -2.0983 5.2283
H 3.9932 -1.7000 7.5004
H 4.9558 -2.8292 8.2139
H 2.3753 -3.5961 7.8982
H 3.7255 -4.7514 7.8500
H 4.3809 -3.8991 4.2574
H 4.8020 -5.1387 5.3453
C 0.8630 -6.6457 -7.5189
C -0.2763 -5.6486 -7.4368
C -1.6064 -6.5975 -7.4830
O -0.9768 -7.9035 -7.8710
C 0.2981 -7.9975 -7.2651
H 1.4861 -6.5240 -6.6329
H 1.5423 -6.6245 -8.3711
H -0.2203 -4.8581 -8.1852
H -0.3227 -5.2401 -6.4273
H -2.4273 -6.2448 -8.1072
H -2.1909 -6.8836 -6.6086
H 0.9263 -8.8232 -7.5994
H 0.1369 -8.1827 -6.2031
C 8.4681 4.6131 5.4087
C 6.9546 4.6270 5.5052
C 6.5625 6.0792 5.1537
O 7.8003 6.6422 4.6167
C 8.7789 5.6543 4.3816
H 8.8608 3.6245 5.1710
H 8.9230 5.0352 6.3048
H 6.6632 4.3554 6.5198
H 6.5064 3.8934 4.8351
H 6.2498 6.7391 5.9630
H 5.7981 5.8670 4.4062
H 9.8180 5.9825 4.4090
H 8.5665 5.3729 3.3502
C -7.3170 -4.6215 -2.2241
C -7.4015 -3.2787 -1.4584
C -8.8695 -3.0441 -1.4909
O -9.3736 -4.2897 -1.1574
C -8.5426 -5.4059 -1.6290
H -6.3800 -5.1634 -2.0966
H -7.5062 -4.5154 -3.2923
H -6.8077 -2.4571 -1.8591
H -7.0447 -3.3180 -0.4292
H -9.1703 -2.7441 -2.4947
H -9.1586 -2.2049 -0.8583
H -9.0323 -6.0755 -2.3361
H -8.2568 -6.0580 -0.8037
C -5.5270 6.2250 0.1877
C -6.0091 7.3047 1.2121
C -6.3112 8.4218 0.2525
O -5.3002 8.4601 -0.7838
C -5.1097 7.0507 -1.0821
H -6.2649 5.5063 -0.1686
H -4.8172 5.5883 0.7157
H -5.2231 7.4694 1.9492
H -6.9518 7.0686 1.7057
H -6.3703 9.3937 0.7423
H -7.2784 8.1954 -0.1962
H -4.1116 6.7619 -1.4115
H -5.8453 6.9084 -1.8737
C -0.8897 -8.6421 2.1508
C -1.2684 -9.9671 1.5261
C -1.0054 -9.6436 -0.0017
O -1.2523 -8.2750 -0.1774
C -1.4994 -7.6006 1.1331
H 0.1795 -8.4383 2.0918
H -1.2419 -8.4784 3.1692
H -2.3070 -10.2729 1.6520
H -0.6654 -10.7872 1.9158
H -1.6461 -10.4200 -0.4199
H 0.0557 -9.8032 -0.1933
H -2.5848 -7.5283 1.2010
H -1.0696 -6.6313 1.3859
C 0.9410 9.9914 1.6198
C 2.1059 10.6537 2.3837
O 3.3376 10.6418 1.6949
H 0.0494 10.5561 1.8924
H 0.6825 8.9537 1.8307
H 1.0356 9.9661 0.5342
H 2.2096 10.1642 3.3521
H 1.9773 11.7143 2.5996
H 3.3094 11.0980 0.8507
C 0.9864 6.0187 -8.6698
C 0.7396 5.6210 -7.2347
O 1.8883 5.6033 -6.4509
H 1.7647 5.4546 -9.1836
H 1.2367 7.0796 -8.6675
H 0.0939 5.9319 -9.2895
H 0.4291 4.5762 -7.2488
H -0.0090 6.1598 -6.6537
H 1.8167 4.8778 -5.8262
```

---

# 2
Computed, not measured: a molecular structure, C46H40BrN4O3P2Sn, with ωB97M-V with the def2-TZVPD basis set.

Its frontier orbital gap (alpha / beta) is 5.25 / 6.30 eV. The calculated total energy comes out at -154885.3476 eV. The energy relative to the best compared isomer or geometry (same formula, charge and spin) is 299.67 kJ/mol. The calculation puts the HOMO energy (alpha / beta) at -15.3 / -15.8 eV. The net charge is +3. The value obtained for the lowest unoccupied orbital energy (alpha / beta) is -0.37058 / -0.34910 hartree.

Geometry as XYZ:
```
97
C46H40BrN4O3P2Sn ωB97M-V with the def2-TZVPD basis set
Sn 0.9168 0.3737 -0.6620
Br 7.8246 5.5822 0.6406
C 6.3455 4.5073 0.4026
C 6.1245 3.4057 1.2744
C 5.0423 2.6121 1.0911
C 4.1025 2.8149 -0.0054
O 3.1783 2.0221 -0.2093
C 4.3317 3.9842 -0.8492
C 3.4530 4.3549 -1.9204
N 2.3753 3.7301 -2.2447
C 1.7104 3.8849 -3.3962
C 2.3753 4.0422 -4.6403
C 1.6680 4.2503 -5.8006
C 0.2711 4.3036 -5.7679
C -0.4423 4.1160 -4.5618
C -1.8491 4.1751 -4.5037
C -2.4654 3.9737 -3.2941
C -1.6691 3.7012 -2.1724
N -0.3470 3.6386 -2.1933
C 0.2581 3.8584 -3.3645
C 5.4374 4.7823 -0.6277
H 6.8297 3.2231 2.0739
H 4.8514 1.7598 1.7286
H 3.7139 5.2819 -2.4385
H 3.4562 3.9869 -4.6645
H 2.1904 4.3816 -6.7380
H -0.2829 4.4842 -6.6811
H -2.4183 4.3846 -5.4004
H -3.5401 4.0209 -3.1944
H -2.1386 3.5310 -1.2064
H 5.6142 5.6453 -1.2582
O -0.6451 0.5489 0.7677
P -1.9185 -0.1271 1.2761
C -2.5258 -1.2657 -0.0074
P -1.2755 -2.4066 -0.7098
O 0.0378 -1.6542 -0.9024
C -1.9324 -2.9638 -2.2678
C -2.6899 -4.1298 -2.3604
C -3.2087 -4.5156 -3.5865
C -2.9654 -3.7473 -4.7158
C -2.2008 -2.5901 -4.6277
C -1.6826 -2.1961 -3.4069
C -1.0953 -3.7806 0.4172
C -2.1829 -4.3237 1.1027
C -1.9937 -5.3926 1.9629
C -0.7240 -5.9277 2.1381
C 0.3591 -5.3980 1.4500
C 0.1749 -4.3263 0.5927
C -1.6462 -1.0627 2.7683
C -0.4237 -1.6979 2.9896
C -0.2467 -2.4738 4.1222
C -1.2859 -2.6175 5.0334
C -2.5040 -1.9875 4.8157
C -2.6873 -1.2043 3.6867
C -3.1883 1.0834 1.5760
C -4.5030 0.9118 1.1475
C -5.4536 1.8779 1.4410
C -5.0921 3.0102 2.1562
C -3.7815 3.1836 2.5848
C -2.8281 2.2231 2.2980
H -2.9341 -0.6831 -0.8368
H -3.3366 -1.8606 0.4176
H -2.8648 -4.7486 -1.4887
H -3.7920 -5.4228 -3.6616
H -3.3645 -4.0569 -5.6722
H -2.0032 -2.0038 -5.5146
H -1.0700 -1.3047 -3.3406
H -3.1820 -3.9253 0.9781
H -2.8378 -5.8125 2.4928
H -0.5819 -6.7661 2.8067
H 1.3437 -5.8278 1.5783
H 1.0146 -3.9105 0.0510
H 0.3786 -1.5978 2.2673
H 0.6996 -2.9691 4.2951
H -1.1446 -3.2188 5.9217
H -3.3069 -2.0955 5.5319
H -3.6326 -0.6996 3.5309
H -4.8016 0.0281 0.5980
H -6.4761 1.7433 1.1166
H -5.8366 3.7602 2.3871
H -3.5083 4.0644 3.1495
H -1.8078 2.3543 2.6382
C 4.3503 -3.5230 1.6365
C 3.5392 -2.2765 1.6713
C 3.3484 -1.3314 2.6651
C 2.4933 -0.3637 2.1296
N 2.1708 -0.7013 0.8777
N 2.8114 -1.8656 0.6204
C 1.9402 0.8511 2.7914
H 4.2036 -4.0946 2.5512
H 5.4114 -3.2848 1.5620
H 4.0833 -4.1509 0.7872
H 3.7744 -1.3452 3.6539
H 2.7243 -2.3126 -0.2781
H 1.2885 0.5627 3.6178
H 1.3583 1.4625 2.1040
H 2.7391 1.4643 3.2057
```

---

# 3
Computed, not measured: a single C3H6O3 molecule in a non-equilibrium geometry, with ωB97M-V with the def2-TZVPD basis set.

Its frontier orbital gap is 10.70 eV. The calculated total energy comes out at -9347.1291 eV. The energy relative to the best compared isomer or geometry (same formula, charge and spin) is 404.04 kJ/mol. The calculation puts the HOMO energy at -10.0 eV. The net charge is 0. The value obtained for the lowest unoccupied orbital energy is 0.02411 hartree. As for the SMILES: C[C@H](C=O)OO.

Geometry as XYZ:
```
12
C3H6O3 ωB97M-V with the def2-TZVPD basis set
C -0.1135 0.0377 0.3584
C -0.6374 -1.1150 -0.4640
C -0.8693 1.3288 0.1840
O 1.1627 0.5425 -0.2174
O 2.2373 -0.0862 0.5345
O -1.9138 1.4186 -0.4635
H 2.9531 0.1296 -0.0915
H -0.0315 -0.1948 1.4251
H -0.4911 2.1817 0.7743
H -0.5647 -0.9096 -1.5368
H -0.0431 -2.0144 -0.2698
H -1.6887 -1.3188 -0.2333
```

---

# 4
Computed, not measured: a single C27H37N7O molecule in a non-equilibrium geometry, with ωB97M-V with the def2-TZVPD basis set.

Its frontier orbital gap is 8.38 eV. The calculated total energy comes out at -41079.7403 eV. The energy relative to the best compared isomer or geometry (same formula, charge and spin) is 0.00 kJ/mol. The calculation puts the HOMO energy at -7.6 eV. The net charge is 0. The value obtained for the lowest unoccupied orbital energy is 0.02688 hartree. As for the SMILES: CN(C)CCN(Cc1ccccc1)C(=O)C1CCN(c2ncnc3c2nc2n3CCCCC2)CC1.

Geometry as XYZ:
```
72
C27H37N7O ωB97M-V with the def2-TZVPD basis set
C -0.6326 0.8723 2.4242
N -1.2883 -0.3562 2.0289
C -2.2434 -0.7828 3.0312
H -1.7265 -0.9172 3.9808
H -3.0568 -0.0541 3.1750
H -2.6801 -1.7360 2.7409
C -1.8973 -0.2444 0.7099
H -1.2582 0.3844 0.0848
C -2.0377 -1.6002 0.0110
N -0.7427 -2.1162 -0.3923
C -0.3962 -2.0021 -1.6985
O -1.2032 -1.6353 -2.5325
C 1.0499 -2.3470 -2.0703
H 1.2261 -3.3917 -1.7914
C 1.2325 -2.2312 -3.5897
H 0.5081 -2.8741 -4.0896
C 1.0321 -0.7898 -4.0835
N 1.4351 0.1551 -3.0659
C 0.5845 1.1012 -2.6330
N -0.5020 1.3623 -3.3740
C -1.3523 2.2941 -2.9950
N -1.2890 3.0854 -1.9387
C -0.1949 2.8562 -1.2110
N 0.1996 3.4950 -0.0717
C 1.3805 2.9139 0.3019
N 1.7531 1.9535 -0.4994
C 0.7846 1.8859 -1.4757
C 2.1477 3.3722 1.4874
H 3.0204 2.7243 1.5752
C 2.5944 4.8335 1.3562
C 1.4796 5.8450 1.6228
C 0.3726 5.8640 0.5686
C -0.4795 4.5946 0.5537
H -1.3902 4.7543 -0.0291
H -0.7564 4.3194 1.5788
H -0.2863 6.7105 0.7716
H 0.8074 6.0096 -0.4226
H 1.9262 6.8414 1.6659
H 1.0380 5.6425 2.6024
H 3.0070 4.9940 0.3579
H 3.3949 5.0114 2.0777
H 1.5411 3.2581 2.3909
H -2.2118 2.4320 -3.6381
C 2.5325 -0.2961 -2.2519
H 3.3247 -0.6410 -2.9227
C 2.0567 -1.4318 -1.3357
H 1.5849 -0.9771 -0.4641
H 2.9211 -2.0057 -0.9959
H 2.9073 0.5313 -1.6492
H 1.6232 -0.6212 -4.9920
H -0.0188 -0.5980 -4.2998
H 2.2337 -2.5871 -3.8429
C -0.0103 -2.7903 0.6583
C -0.6989 -4.0715 1.0716
C -0.8248 -4.4021 2.4139
C -1.4419 -5.5818 2.7920
C -1.9460 -6.4408 1.8306
C -1.8291 -6.1155 0.4896
C -1.2072 -4.9389 0.1125
H -1.1253 -4.6822 -0.9341
H -2.2233 -6.7803 -0.2648
H -2.4311 -7.3596 2.1250
H -1.5341 -5.8287 3.8397
H -0.4374 -3.7289 3.1652
H 0.9996 -3.0297 0.3270
H 0.0522 -2.1128 1.5161
H -2.6310 -1.4660 -0.8960
H -2.5297 -2.3301 0.6573
H -2.8882 0.2364 0.7640
H -0.1659 0.7283 3.3986
H -1.3282 1.7240 2.4923
H 0.1454 1.1091 1.6999
```

---

# 5
Computed, not measured: a single C15H24N2O2 molecule, with ωB97M-V with the def2-TZVPD basis set.

Its frontier orbital gap is 9.29 eV. The calculated total energy comes out at -23019.9079 eV. The energy relative to the best compared isomer or geometry (same formula, charge and spin) is 252.49 kJ/mol. The calculation puts the HOMO energy at -8.7 eV. The net charge is 0. The value obtained for the lowest unoccupied orbital energy is 0.02056 hartree. As for the SMILES: O=C(NN1CCOCC1)[C@]12C[C@H]3C[C@H](C[C@H](C3)C1)C2.

Geometry as XYZ:
```
43
C15H24N2O2 ωB97M-V with the def2-TZVPD basis set
O 0.3263 2.3725 0.0072
C 0.2260 1.1696 -0.0090
N 1.3038 0.3416 -0.0351
H 1.1694 -0.6642 -0.0296
N 2.6014 0.8538 -0.0330
C 3.3651 0.4790 -1.2133
C 3.8662 -0.9699 -1.1446
O 4.6067 -1.2008 0.0356
C 3.8432 -0.9144 1.1889
C 3.3426 0.5360 1.1787
H 2.7025 0.7306 2.0402
H 4.1982 1.2142 1.2120
H 4.5029 -1.0906 2.0394
H 2.9912 -1.6123 1.2538
H 4.5426 -1.1853 -1.9727
H 3.0159 -1.6713 -1.1934
H 2.7418 0.6308 -2.0956
H 4.2215 1.1553 -1.2629
C -1.1208 0.4320 -0.0040
C -1.2731 -0.4263 -1.2668
C -2.6380 -1.1166 -1.2547
C -2.7496 -2.0052 -0.0163
C -2.6126 -1.1463 1.2405
C -3.7214 -0.0966 1.2648
C -3.6029 0.7891 0.0258
C -3.7469 -0.0668 -1.2313
H -3.6803 0.5640 -2.1202
H -4.7226 -0.5580 -1.2405
C -2.2411 1.4773 0.0201
H -2.1455 2.1263 -0.8519
H -2.1276 2.1053 0.9053
H -4.3915 1.5490 0.0429
H -4.6969 -0.5881 1.2823
H -3.6365 0.5129 2.1670
C -1.2476 -0.4562 1.2410
H -0.4622 -1.2166 1.2616
H -1.1397 0.1576 2.1383
H -2.6917 -1.7840 2.1287
H -1.9697 -2.7711 -0.0334
H -3.7153 -2.5152 -0.0125
H -2.7356 -1.7329 -2.1560
H -1.1836 0.2090 -2.1510
H -0.4880 -1.1852 -1.3216
```

---

# 6
Computed, not measured: a molecular structure, C21H19MgN2OS2, with ωB97M-V with the def2-TZVPD basis set.

Its frontier orbital gap is 6.10 eV. The calculated total energy comes out at -54231.9714 eV. The calculation puts the HOMO energy at -3.9 eV. The net charge is -1. The value obtained for the lowest unoccupied orbital energy is 0.08008 hartree.

Geometry as XYZ:
```
46
C21H19MgN2OS2 ωB97M-V with the def2-TZVPD basis set
Mg -0.5556 0.5409 0.3549
S 1.3539 -1.1197 0.2064
C 1.2474 -0.7867 1.8969
C 2.0745 -1.3796 2.8717
C 1.8924 -1.0676 4.1970
C 0.8959 -0.1625 4.5724
C 0.1280 0.3879 3.5712
N 0.2922 0.0932 2.2806
H 2.8362 -2.0762 2.5516
H 2.5225 -1.5256 4.9507
H 0.7253 0.1026 5.6059
H -0.6584 1.1004 3.7939
C -2.1643 -2.1840 1.5437
C -2.9776 -1.2698 0.6802
C -4.2919 -1.4249 0.3005
C -4.6077 -0.3166 -0.5320
C -3.4658 0.4464 -0.6136
C -3.2611 1.7258 -1.3642
N -2.4539 -0.1271 0.1154
H -2.7464 -3.0753 1.7826
H -1.8795 -1.7172 2.4907
H -1.2421 -2.5019 1.0484
H -4.9415 -2.2386 0.5906
H -5.5503 -0.0983 -1.0134
H -4.1736 1.9848 -1.9038
H -2.4517 1.6461 -2.0961
H -3.0025 2.5581 -0.7045
C 3.1640 10.6241 -3.5345
C 2.7588 9.2793 -2.9756
O 3.2835 8.2469 -3.2872
S 1.3957 9.4084 -1.8289
C 1.0770 7.7124 -1.4423
C 0.1872 6.9736 -2.2141
C -0.0850 5.6573 -1.8900
C 0.5199 5.0477 -0.7834
C 1.4151 5.8059 -0.0190
C 1.6902 7.1219 -0.3433
C 0.2221 3.6928 -0.4419
C -0.0501 2.5379 -0.1560
H 4.2113 10.5864 -3.8257
H 2.9941 11.4259 -2.8173
H 2.5582 10.8242 -4.4198
H -0.2894 7.4343 -3.0701
H -0.7768 5.0788 -2.4873
H 1.8914 5.3424 0.8344
H 2.3846 7.6982 0.2550
```

---

> Which of these has the highest calculated total energy?

C3H6O3

---

> Number 4 is which compound?

C27H37N7O

---

> Which formula does entry 5 have?

C15H24N2O2